Entry 1:
An isolated molecule of C3H6FNO. Source: the Open Molecules 2025 dataset; level of theory: ωB97M-V with the def2-TZVPD basis set.

Values from the calculation:
Electronic energy: -9461.4029 eV
Strongest force on any atom: 7.38 eV/A
Relative energy (zero: lowest compared OMol25 entry of this formula, charge and spin): 2.392 eV
LUMO energy: 0.03542 Eh
Kohn-Sham gap: 11.1 eV
Spin multiplicity: 1
SMILES: C[C@@H](F)NC=O

Last column: Löwdin charge in e.
Cartesian coordinates (Å):
H1 0.099 0.408 -1.233  0.129
H2 2.811 -0.684 1.333  0.151
C1 2.225 -0.289 0.379  -0.177
H3 0.285 -0.910 1.528  0.060
H4 -2.310 0.694 0.250  0.097
C2 -0.257 0.283 -0.211  -0.420
N1 0.463 -0.627 0.606  0.073
F1 -0.192 1.712 0.181  -0.116
C3 -1.756 0.033 -0.464  -0.034
H5 -2.067 0.220 -1.448  0.052
H6 -1.932 -1.003 -0.344  0.056
O1 2.630 0.164 -0.577  0.129

***

Entry 2:
An isolated ion of composition C5H7N2 and charge +1. Source: the Open Molecules 2025 dataset; level of theory: ωB97M-V with the def2-TZVPD basis set.

Values from the calculation:
Electronic energy: -8264.1890 eV
Strongest force on any atom: 6.01 eV/A
Relative energy (zero: lowest compared OMol25 entry of this formula, charge and spin): 8.588 eV
LUMO energy (spin up / spin down): -0.20193 / -0.20125 Eh
Kohn-Sham gap (spin up / spin down): 7.7 / 7.8 eV
Charge: +1
Spin multiplicity: 1

Last column: Löwdin charge in e.
Cartesian coordinates (Å):
H1 1.143 1.590 -1.520  0.126
C1 -2.129 -0.624 0.574  -0.057
N1 0.140 -0.164 -0.787  -0.151
H2 -3.160 -0.433 0.940  0.132
H3 0.851 0.133 -2.730  0.130
N2 -0.825 -0.679 1.416  0.155
H4 1.922 0.113 -1.603  0.081
C2 -0.760 -1.087 -1.267  0.064
H5 -0.545 -1.571 1.620  0.145
H6 1.082 -0.027 1.147  0.162
C3 0.986 0.531 -1.711  0.024
C4 -1.951 -1.007 -0.669  0.021
C5 0.208 -0.078 0.521  0.005
H7 -0.920 0.041 2.086  0.164

***

Entry 3:
A 2-piece molecular cluster, C5H8O2 overall. Source: the Open Molecules 2025 dataset; level of theory: ωB97M-V with the def2-TZVPD basis set.

Values from the calculation:
Electronic energy: -9407.1286 eV
Strongest force on any atom: 0.76 eV/A
Relative energy (zero: lowest compared OMol25 entry of this formula, charge and spin): 2.704 eV
LUMO energy: 0.03714 Eh
Kohn-Sham gap: 10.2 eV
Spin multiplicity: 1
SMILES: CC1=CC1.O=CO

Last column: Löwdin charge in e.
Cartesian coordinates (Å):
H1 -1.574 2.251 -0.484  0.092
H2 -2.016 -0.804 -1.445  0.083
C1 -0.774 0.401 -0.074  -0.291
H3 -0.310 -1.441 -1.293  0.085
C2 -1.102 -0.828 -0.851  -0.100
H4 -1.624 -0.909 1.570  0.108
H5 0.530 -1.393 0.843  0.056
C3 2.214 -0.686 0.388  -0.363
O1 1.480 -1.642 0.948  0.070
H6 3.280 -0.846 0.589  0.137
O2 1.804 0.248 -0.260  0.048
C4 -0.587 1.850 -0.231  -0.038
H7 0.108 2.092 -1.035  0.080
C5 -1.181 -0.606 0.637  -0.053
H8 -0.247 2.313 0.698  0.086